Molecular formula: B6CrF24
Method: DFT, ωB97M-V with the def2-TZVPD basis set

Results
E_LUMO (spin up / spin down)	5.820 / 7.208	eV
E_HOMO (spin up / spin down)	-3.44 / -3.44	eV
net charge	-3
2S+1	4
energy	-97736.718	eV

Each line ends with the Mulliken charge.
CARTESIAN COORDINATES (ANGSTROEM)
Cr 0.10167 -0.01000 -0.13437  2.944
B 1.51078 0.77880 -2.16479  0.279
F 1.64852 -0.32652 -1.39271  -0.025
F 0.44391 1.41060 -1.49761  -0.245
F 2.58374 1.63993 -2.05429  -0.401
F 1.06018 0.57149 -3.40033  -0.390
B 1.45688 -2.94589 -0.04883  -0.248
F 0.87775 -4.13312 0.21404  -0.367
F 2.40786 -2.86837 0.93417  -0.387
F 1.99606 -2.93478 -1.31790  -0.397
F 0.63264 -1.87906 0.15516  0.804
B -1.98275 -1.49754 1.97307  -0.280
F -1.75856 -0.62888 2.99976  -0.373
F -1.50462 -2.79972 2.13534  -0.409
F -3.36958 -1.49421 1.88081  -0.394
F -1.41376 -0.97681 0.81709  0.073
B -0.78736 3.07402 0.65420  -0.016
F 0.30775 3.65749 0.00868  -0.401
F -0.70501 3.28367 1.98728  -0.373
F -1.96922 3.64400 0.22149  -0.392
F -0.78005 1.74037 0.48008  0.574
B 1.99677 0.64417 1.70251  -0.137
F 1.67207 1.29368 0.55222  -0.307
F 0.97180 -0.16699 1.79022  -0.185
F 3.11630 -0.07329 1.40035  -0.398
F 1.91168 1.61955 2.74264  -0.414
B -2.09349 -0.14174 -2.11809  -0.074
F -2.57978 0.68058 -1.13299  -0.354
F -1.71121 0.55132 -3.19941  -0.356
F -0.96069 -0.76992 -1.63459  0.008
F -3.08013 -0.94292 -2.55333  -0.360

Molecular formula: B7F28Li
Method: DFT, ωB97M-V with the def2-TZVPD basis set

Results
E_LUMO	13.138	eV
E_HOMO	4.77	eV
net charge	-6
energy	-81055.682	eV

Each line ends with the Mulliken charge.
CARTESIAN COORDINATES (ANGSTROEM)
Li -20.91145 -9.77294 5.53444  1.079
B -19.96569 -7.20909 4.01047  0.663
F -21.34292 -6.99533 3.94393  -0.406
F -19.41226 -7.46967 2.74103  -0.442
F -19.39251 -5.99214 4.47779  -0.466
F -19.61835 -8.29232 4.88254  -0.387
B -22.18913 -10.22542 2.01433  0.384
F -21.28198 -11.20270 1.54470  -0.448
F -21.98145 -9.96758 3.37637  -0.030
F -22.05082 -9.04630 1.26159  -0.438
F -23.49197 -10.80556 1.79622  -0.483
B -18.39174 -11.26374 3.71109  0.316
F -18.42642 -12.35514 2.76431  -0.481
F -18.01219 -10.10344 3.05804  -0.408
F -19.62600 -11.16614 4.39254  -0.039
F -17.37399 -11.62019 4.63160  -0.451
B -19.43027 -11.58598 8.09254  0.263
F -18.09619 -11.97508 7.86700  -0.454
F -19.49185 -11.17598 9.47141  -0.461
F -19.73313 -10.45135 7.27598  -0.014
F -20.33477 -12.61104 7.89975  -0.419
B -20.15578 -6.27107 7.89505  0.601
F -20.53262 -5.89295 9.24149  -0.499
F -20.10789 -7.66728 7.76594  -0.215
F -21.13443 -5.74360 7.04736  -0.442
F -18.85750 -5.70491 7.72603  -0.467
B -22.79161 -12.61497 5.58707  0.475
F -23.75316 -12.71935 4.54594  -0.464
F -22.28040 -11.28741 5.60908  0.094
F -23.39659 -12.88912 6.83887  -0.431
F -21.79244 -13.57561 5.35120  -0.448
B -23.50545 -8.91588 7.58285  0.558
F -23.42992 -7.69638 8.31409  -0.461
F -24.94103 -9.22870 7.53876  -0.504
F -23.02099 -8.75464 6.27614  -0.290
F -22.90844 -9.92230 8.31613  -0.386

Molecular formula: BF4H16O8
Method: DFT, ωB97M-V with the def2-TZVPD basis set

Results
E_LUMO (spin up / spin down)	-0.045 / -8.077	eV
E_HOMO (spin up / spin down)	-11.00 / -10.90	eV
relative energy (zero: lowest compared OMol25 entry of this formula, charge and spin)	1.37	kcal per mole
2S+1	2
energy	-28187.829	eV

Each line ends with the Mulliken charge.
CARTESIAN COORDINATES (ANGSTROEM)
B -0.33892 0.22373 0.25654  0.645
F 0.60855 0.40772 -0.75239  -0.444
F -1.40328 1.15188 0.14243  -0.485
F -0.77954 -1.11699 0.14618  -0.223
F 0.36800 0.27689 1.48050  -0.302
O 0.96671 -1.81670 -2.56830  -0.447
H 0.37342 -1.81085 -3.31943  0.371
H 0.60738 -1.15841 -1.97352  0.370
O -2.98123 2.52594 1.89672  -0.659
H -2.49072 2.92592 2.61481  0.307
H -2.33483 1.99571 1.43062  0.411
O 3.06321 0.90180 -1.60789  -0.419
H 2.31617 0.92163 -1.00974  0.432
H 3.78036 0.54418 -1.08442  0.382
O 0.20446 3.40516 -1.16260  -0.639
H 0.14022 4.07778 -0.48461  0.309
H -0.28472 2.66169 -0.81019  0.340
O -1.93617 -1.45301 -2.12580  -0.724
H -1.28300 -0.96344 -1.62587  0.235
H -2.72403 -0.91079 -2.08690  0.297
O 1.52896 1.45209 3.83262  -0.629
H 1.08991 1.58459 4.67281  0.319
H 0.87038 1.02887 3.28181  0.357
O -1.77802 -3.80672 -0.53556  -0.512
H -0.82575 -3.71064 -0.54868  0.332
H -2.09269 -3.16598 -1.17326  0.404
O 2.06648 -2.17561 0.80228  -0.658
H 1.35573 -1.56741 0.59944  0.321
H 1.91309 -2.42900 1.71250  0.310

Molecular formula: BF4H18O9
Method: DFT, ωB97M-V with the def2-TZVPD basis set

Results
E_LUMO (spin up / spin down)	-0.296 / -7.880	eV
E_HOMO (spin up / spin down)	-10.31 / -10.00	eV
relative energy (zero: lowest compared OMol25 entry of this formula, charge and spin)	0.00	kcal per mole
2S+1	2
energy	-30268.109	eV

Each line ends with the Mulliken charge.
CARTESIAN COORDINATES (ANGSTROEM)
B -0.46580 -0.00180 -0.10697  0.732
F -0.04637 1.16395 -0.70819  -0.388
F 0.51588 -0.96250 -0.24060  -0.231
F -0.53742 0.30539 1.26390  -0.580
F -1.68722 -0.46920 -0.34878  -0.334
O -0.95083 3.00741 -2.33056  -0.779
H -1.89217 3.11755 -2.19647  0.345
H -0.72424 2.23245 -1.81644  0.484
O -0.07114 4.70871 -0.28138  -0.651
H -0.35097 5.55374 -0.63332  0.295
H -0.48923 4.06176 -0.84961  0.387
O 0.49152 2.72615 1.98869  -0.161
H 0.00716 1.90262 1.93018  0.461
H 0.00055 3.33319 1.43489  0.377
O -0.63789 -2.33057 2.06416  -0.674
H -0.72483 -1.72514 1.32786  0.149
H -1.53808 -2.56574 2.28906  0.298
O 1.98763 0.41990 2.89534  -0.485
H 2.57957 -0.33014 2.95257  0.365
H 1.12473 0.03372 2.74536  0.364
O 3.19681 -1.29963 0.60474  -0.618
H 4.02525 -0.82602 0.67979  0.304
H 2.53504 -0.61343 0.51859  0.291
O 0.78403 -3.31810 -1.58998  -0.725
H 0.82653 -2.37056 -1.46118  0.335
H 1.53101 -3.66075 -1.09923  0.328
O -2.01744 -0.34193 -2.96146  -0.649
H -1.41812 0.39725 -2.85825  0.281
H -2.22332 -0.61078 -2.06616  0.406
O -1.54658 -4.12087 -0.44672  -0.642
H -0.67583 -4.05103 -0.83806  0.454
H -1.60815 -3.36560 0.13809  0.260

Molecular formula: BF4H18O9
Method: DFT, ωB97M-V with the def2-TZVPD basis set

Results
E_LUMO (spin up / spin down)	-0.196 / -7.972	eV
E_HOMO (spin up / spin down)	-11.14 / -10.54	eV
relative energy (zero: lowest compared OMol25 entry of this formula, charge and spin)	14.97	kcal per mole
2S+1	2
energy	-30267.460	eV

Each line ends with the Mulliken charge.
CARTESIAN COORDINATES (ANGSTROEM)
B -0.50866 0.22236 0.46078  0.728
F -1.75954 0.22324 0.00576  -0.358
F -0.12258 1.51926 0.62915  -0.412
F -0.58806 -0.58151 1.61843  -0.491
F 0.29157 -0.32669 -0.42821  -0.118
O 0.60638 -2.86833 0.51746  -0.599
H 1.51899 -2.76938 0.24623  0.307
H 0.25850 -1.97659 0.51924  0.371
O -1.54777 3.85832 -0.36691  -0.666
H -1.09971 3.05011 -0.11735  0.395
H -0.85113 4.42805 -0.69302  0.310
O 2.93134 0.14191 -1.42237  -0.713
H 2.03512 0.46929 -1.49882  0.280
H 2.98675 -0.55960 -2.07123  0.304
O 0.58976 1.84001 -2.25596  -0.649
H 0.09003 2.04155 -3.04708  0.302
H 0.00250 1.29337 -1.73390  0.277
O 2.69990 0.85222 1.17696  -0.500
H 3.00040 0.60998 0.30103  0.490
H 1.76792 0.63400 1.17984  0.270
O -1.91441 -3.43944 -0.65160  -0.413
H -1.90542 -2.51702 -0.90712  0.342
H -1.45021 -3.46120 0.18523  0.382
O -0.26430 -1.69162 -2.96469  -0.631
H 0.16809 -1.35718 -2.17893  0.315
H 0.12974 -1.19805 -3.68395  0.314
O 0.49848 1.40274 3.31439  -0.603
H 0.10931 1.17711 2.46948  0.367
H -0.01903 2.14508 3.62640  0.312
O -2.90927 -1.20655 2.62435  -0.607
H -2.59847 -0.58230 1.96865  0.363
H -2.14623 -1.37315 3.17776  0.331

Molecular formula: BF4H20O10
Method: DFT, ωB97M-V with the def2-TZVPD basis set

Results
E_LUMO	2.513	eV
E_HOMO	-7.24	eV
relative energy (zero: lowest compared OMol25 entry of this formula, charge and spin)	41.18	kcal per mole
net charge	-1
energy	-32355.018	eV

Each line ends with the Mulliken charge.
CARTESIAN COORDINATES (ANGSTROEM)
B -33.66400 -0.15900 12.07000  0.573
F -33.61000 -1.44300 11.66300  -0.220
F -34.44300 -0.03900 13.17400  -0.392
F -32.35200 0.16700 12.26600  -0.402
F -34.11100 0.67000 11.03000  -0.433
O -32.90000 1.26800 14.98700  -0.631
H -33.53100 1.96900 15.01600  0.303
H -33.20900 0.86400 14.15200  0.363
O -35.32900 0.10300 8.77100  -0.701
H -34.88900 0.28100 9.62400  0.503
H -34.78600 0.27000 8.02900  0.287
O -31.68800 -3.28000 9.41300  -0.721
H -32.23100 -2.48700 9.28100  0.335
H -31.42400 -3.40100 10.32900  0.461
O -32.01600 2.98300 12.41600  -0.703
H -32.29500 2.05700 12.25100  0.331
H -32.65700 3.59100 12.18500  0.296
O -32.06500 -0.52300 9.36600  -0.847
H -31.15900 -0.80800 9.56300  0.322
H -32.59700 -0.79000 10.11400  0.330
O -29.55000 0.83900 11.52900  -0.615
H -29.10400 0.09600 11.06200  0.310
H -30.30600 0.40600 11.87400  0.288
O -31.18200 -3.35400 11.99400  -0.612
H -31.68700 -2.65600 12.45800  0.306
H -30.85100 -4.05800 12.49700  0.228
O -33.70900 -4.63200 10.51600  -0.659
H -33.34200 -3.76200 10.40900  0.307
H -33.49300 -4.77200 11.46600  0.316
O -31.88100 2.26700 9.74200  -0.634
H -31.97500 1.29500 9.89100  0.381
H -32.32000 2.68400 10.47700  0.367
O -33.48300 -2.99900 14.26400  -0.620
H -34.04500 -3.79400 14.18300  0.299
H -33.97800 -2.31400 13.85700  0.285